[1]
The following is a quantum chemistry calculation of 3 unconnected molecules or ions with the total composition C5H12O2, from the OMol25 dataset.

* SMILES: C=CC(=C)C.O.O
* Kohn-Sham gap: 0.3491 hartree
* relative energy (zero: lowest compared OMol25 entry of this formula, charge and spin): 184.9 kJ/mol

```
! wB97M-V def2-TZVPD RIJCOSX def2/J DEFGRID3
* xyz 0 1
C -1.009 0.169 -2.010
C -1.353 -0.536 -0.926
C -0.554 -1.541 -0.198
C 0.656 -1.888 -0.617
C -1.175 -2.161 1.037
H -0.240 -0.068 -2.729
H -1.695 0.967 -2.251
H -2.343 -0.326 -0.548
H 1.292 -2.621 -0.140
H 1.051 -1.474 -1.543
H -1.888 -1.502 1.522
H -0.356 -2.347 1.738
H -1.635 -3.118 0.831
O 0.716 2.143 0.464
H 0.256 1.291 0.437
H 0.017 2.801 0.554
O 2.880 3.370 1.821
H 3.286 3.893 1.122
H 2.094 2.947 1.437
*
```

[2]
The following is a quantum chemistry calculation of 2 unconnected molecules or ions with the total composition C6H13NSSi, from the OMol25 dataset.

* Kohn-Sham gap (spin up / spin down): 0.2542 / 0.2542 hartree
* relative energy (zero: lowest compared OMol25 entry of this formula, charge and spin): 191.4 kJ/mol

```
! wB97M-V def2-TZVPD RIJCOSX def2/J DEFGRID3
* xyz 0 1
C 1.685 -0.955 1.218
C -0.454 0.486 -2.264
C 1.776 1.939 -0.533
C -1.121 1.164 0.763
C -0.453 -3.193 2.329
C 1.049 -0.871 0.026
N 2.169 -1.185 2.266
Si 0.168 0.718 -0.543
S -0.999 -2.381 0.847
H -0.042 -0.290 -2.828
H -1.442 0.163 -2.209
H -0.357 1.397 -2.869
H 1.432 2.950 -0.397
H 2.405 1.707 0.311
H 2.366 1.841 -1.466
H -1.644 0.237 1.135
H -0.589 1.639 1.563
H -1.915 1.884 0.392
H -1.371 -3.222 2.969
H 0.580 -2.690 2.598
H -0.244 -4.221 1.972
H 1.135 -1.728 -0.561
*
```

[3]
The following is a quantum chemistry calculation of a molecular structure, C26H31F4N5O2STi, from the OMol25 dataset.

* Kohn-Sham gap (spin up / spin down): 0.2850 / 0.2857 hartree
* relative energy (zero: lowest compared OMol25 entry of this formula, charge and spin): 128.3 kJ/mol

```
! wB97M-V def2-TZVPD RIJCOSX def2/J DEFGRID3
* xyz 1 2
Ti 0.164 -0.376 -0.243
C 2.245 -1.719 2.201
N 0.864 -1.283 1.971
C 0.533 -0.316 3.034
C -0.057 -2.423 2.034
C -1.491 -1.954 1.834
N -1.496 -0.831 0.908
C -2.713 -0.255 0.615
C -2.710 1.062 0.139
F -1.500 1.683 0.058
C -3.843 1.754 -0.220
F -3.719 3.011 -0.657
C -5.088 1.166 -0.119
C -5.129 -0.128 0.358
F -6.304 -0.754 0.466
C -3.989 -0.832 0.713
F -4.150 -2.105 1.118
H 2.929 -0.915 1.928
H 2.475 -2.602 1.610
H 2.402 -1.977 3.254
H 0.484 -0.830 4.001
H -0.415 0.171 2.825
H 1.315 0.434 3.076
H 0.038 -2.959 2.989
H 0.234 -3.125 1.243
H -1.932 -1.665 2.796
H -2.073 -2.808 1.482
H -5.988 1.693 -0.399
O -0.785 0.901 -4.050
C -0.718 0.399 -2.946
N 0.228 0.625 -1.996
C 1.545 0.942 -2.495
C 2.504 -0.146 -2.056
C 3.794 -0.239 -2.565
C 4.562 -1.348 -2.266
C 4.021 -2.356 -1.477
C 2.749 -2.178 -0.979
N 2.017 -1.084 -1.227
C -1.630 -0.756 -2.589
C -2.793 -1.031 -3.289
C -3.445 -2.224 -3.036
C -2.898 -3.114 -2.119
C -1.735 -2.760 -1.464
N -1.114 -1.599 -1.688
H 1.537 0.948 -3.590
H 1.914 1.932 -2.204
H 4.161 0.536 -3.224
H 5.561 -1.443 -2.669
H 4.568 -3.260 -1.254
H 2.282 -2.937 -0.365
H -3.145 -0.317 -4.020
H -4.361 -2.469 -3.557
H -3.365 -4.066 -1.911
H -1.289 -3.414 -0.725
C 3.421 4.484 -0.115
C 3.158 3.030 0.251
S 1.394 2.690 0.293
O 1.323 1.206 0.665
C 0.893 3.574 1.777
C 1.786 3.412 2.995
H 4.493 4.651 -0.201
H 3.044 5.166 0.647
H 2.959 4.744 -1.067
H 3.595 2.747 1.209
H 3.544 2.340 -0.501
H -0.121 3.204 1.941
H 0.792 4.617 1.468
H 2.124 2.383 3.109
H 1.231 3.681 3.892
H 2.659 4.060 2.939
*
```

[4]
The following is a quantum chemistry calculation of 2 unconnected molecules or ions with the total composition C6H10, from the OMol25 dataset.

* SMILES: C[C@@H]1C=C=CC1.[H][H]
* Kohn-Sham gap (spin up / spin down): 0.2852 / 0.2562 hartree
* relative energy (zero: lowest compared OMol25 entry of this formula, charge and spin): 455.9 kJ/mol

```
! wB97M-V def2-TZVPD RIJCOSX def2/J DEFGRID3
* xyz 0 1
C 1.917 -0.471 0.427
C 0.869 0.057 -0.552
C 0.154 1.345 -0.209
C -1.195 1.210 -0.046
C -1.497 -0.101 -0.323
C -0.326 -0.902 -0.808
H 1.472 -0.657 1.410
H 2.726 0.257 0.552
H 2.356 -1.405 0.062
H 1.377 0.283 -1.502
H 0.680 2.298 -0.270
H -2.442 -0.581 -0.060
H -0.373 -1.251 -1.847
H -0.282 -1.807 -0.183
H -2.885 0.585 1.871
H -2.553 1.140 1.478
*
```

[5]
The following is a quantum chemistry calculation of a single C13H24N4O3S molecule, from the OMol25 dataset.

* SMILES: CC(=O)NCCCC[C@@H](N)COCCCSc1nnco1
* Kohn-Sham gap: 0.3642 hartree
* relative energy (zero: lowest compared OMol25 entry of this formula, charge and spin): 89.5 kJ/mol

```
! wB97M-V def2-TZVPD RIJCOSX def2/J DEFGRID3
* xyz 0 1
C 0.166 2.217 1.809
C -0.921 2.684 0.886
O -1.713 3.518 1.208
N -0.992 2.013 -0.361
C -2.359 2.005 -0.901
C -3.323 1.271 0.036
C -2.774 -0.040 0.608
C -2.438 -1.068 -0.476
C -1.765 -2.346 0.061
N -2.178 -3.465 -0.806
C -0.236 -2.210 0.090
O 0.224 -1.675 1.321
C 1.621 -1.816 1.468
C 2.409 -0.906 0.497
C 3.423 -1.670 -0.355
S 4.711 -0.616 -1.135
C 3.770 0.826 -1.422
N 2.898 1.046 -2.371
N 2.409 2.331 -2.166
C 3.048 2.787 -1.120
O 3.911 1.910 -0.592
H -0.204 1.366 2.390
H 0.449 3.017 2.494
H 1.027 1.869 1.245
H -0.327 2.407 -1.021
H -2.726 3.019 -1.090
H -2.335 1.491 -1.868
H -4.210 1.009 -0.555
H -3.647 1.950 0.827
H -1.931 0.134 1.286
H -3.569 -0.488 1.218
H -3.383 -1.373 -0.943
H -1.809 -0.645 -1.266
H -2.137 -2.548 1.070
H -1.985 -3.215 -1.772
H -1.614 -4.286 -0.614
H 0.064 -1.533 -0.723
H 0.246 -3.183 -0.087
H 1.840 -1.547 2.505
H 1.911 -2.866 1.318
H 2.921 -0.122 1.062
H 1.685 -0.435 -0.171
H 3.972 -2.397 0.247
H 2.919 -2.173 -1.183
H 2.952 3.754 -0.646
*
```

[6]
The following is a quantum chemistry calculation of a molecular structure, C16H42Cl5FMgN2O4PSSi4, from the OMol25 dataset.

* Kohn-Sham gap: 0.0718 hartree
* relative energy (zero: lowest compared OMol25 entry of this formula, charge and spin): 81.5 kJ/mol

```
! wB97M-V def2-TZVPD RIJCOSX def2/J DEFGRID3
* xyz 1 1
C -1.672 1.438 -3.461
C -2.694 1.976 -4.466
P -2.194 1.833 -6.235
C -0.884 3.154 -6.429
Si -1.195 -0.127 -6.558
O -0.916 -0.964 -5.110
Si 0.605 -1.271 -4.601
C 0.537 -1.322 -2.718
N -0.525 -2.300 -2.376
C -1.349 -1.897 -1.248
C 1.874 0.039 -5.101
C 2.959 0.025 -4.080
O 3.771 -0.841 -3.929
Cl 2.932 1.479 -3.003
S 1.253 -3.299 -5.199
O 2.352 -3.675 -4.400
O 1.389 -3.327 -6.603
F 0.080 -4.227 -4.782
H -1.825 0.386 -3.305
H -0.645 1.585 -3.768
H -1.789 1.902 -2.483
H -3.638 1.505 -4.273
H -2.829 3.031 -4.287
H 0.054 2.859 -5.990
H -0.779 3.308 -7.485
H -1.280 4.033 -5.954
H -2.114 -0.964 -7.346
H 0.016 0.071 -7.381
H 1.486 -1.610 -2.281
H 0.219 -0.340 -2.388
H -0.064 -3.172 -2.179
H -1.672 -0.876 -1.351
H -0.825 -2.053 -0.307
H -2.225 -2.524 -1.223
H 1.437 1.019 -5.137
H 2.316 -0.215 -6.048
Cl -0.860 1.005 0.732
C -0.543 2.595 1.496
C -1.504 3.662 1.023
Cl -1.245 4.070 -0.719
H 0.514 2.867 1.280
H -0.628 2.468 2.574
H -1.349 4.577 1.590
H -2.537 3.350 1.141
C 6.071 1.071 -5.980
Cl 4.606 1.229 -6.969
Cl 6.781 2.642 -5.610
H 5.810 0.578 -5.051
H 6.792 0.480 -6.530
C -0.467 2.000 7.752
Si -0.713 0.161 7.477
C -2.548 -0.190 7.708
C 0.254 -0.733 8.820
N -0.160 -0.258 5.885
Si -0.197 -1.848 5.198
C -1.947 -2.524 5.047
C 0.853 -3.078 6.155
C 0.507 -1.747 3.467
H -0.812 2.278 8.751
H 0.586 2.272 7.668
H -1.035 2.584 7.025
H -2.883 0.269 8.640
H -2.758 -1.258 7.772
H -3.136 0.233 6.892
H 1.328 -0.631 8.666
H 0.009 -1.794 8.865
H 0.005 -0.294 9.788
H -2.365 -2.800 6.014
H -1.930 -3.424 4.427
H -2.612 -1.799 4.575
H 1.852 -2.684 6.341
H 0.951 -3.995 5.569
H 0.401 -3.346 7.110
H 1.536 -1.384 3.488
H -0.093 -1.058 2.871
H 0.501 -2.725 2.981
Mg 0.799 2.536 -0.444
*
```

[7]
The following is a quantum chemistry calculation of a single C8H11N molecule, from the OMol25 dataset.

* Kohn-Sham gap (spin up / spin down): 0.3025 / 0.2618 hartree
* relative energy (zero: lowest compared OMol25 entry of this formula, charge and spin): 590.0 kJ/mol

```
! wB97M-V def2-TZVPD RIJCOSX def2/J DEFGRID3
* xyz 0 1
C -0.656 0.780 0.078
C 0.530 0.448 0.253
C -1.994 0.924 0.184
C -2.886 -0.068 -0.191
C 2.005 0.133 -0.126
C 3.548 0.604 -0.075
C -4.344 0.249 0.106
C 4.487 -0.516 0.022
N -2.514 -1.183 -0.848
H -2.445 1.855 0.673
H 2.119 -0.840 0.483
H 1.700 -0.391 -1.166
H 3.669 1.605 0.475
H -4.890 -0.640 0.184
H -4.783 0.910 -0.504
H -4.446 0.534 1.122
H 4.231 -1.272 -0.816
H 4.260 -1.002 0.962
H 5.679 -0.265 -0.077
H -3.269 -1.865 -0.738
*
```

[8]
The following is a quantum chemistry calculation of a single C4H5NO molecule, from the OMol25 dataset.

* Kohn-Sham gap: 0.3694 hartree
* relative energy (zero: lowest compared OMol25 entry of this formula, charge and spin): 579.2 kJ/mol

```
! wB97M-V def2-TZVPD RIJCOSX def2/J DEFGRID3
* xyz 0 1
C 1.263 -0.039 -0.624
C 0.146 0.671 0.056
N -0.629 0.098 1.072
O -0.443 -1.315 1.054
C -0.593 1.806 -0.443
C -1.431 0.767 -0.105
H 0.889 -0.930 -1.138
H 1.705 0.644 -1.349
H 2.005 -0.363 0.109
H -0.674 -1.568 1.960
H -2.239 0.228 -0.591
*
```

[9]
The following is a quantum chemistry calculation of a single C5H10N2O molecule, from the OMol25 dataset.

* Kohn-Sham gap (spin up / spin down): 0.3358 / 0.2896 hartree
* relative energy (zero: lowest compared OMol25 entry of this formula, charge and spin): 11.8 kJ/mol

```
! wB97M-V def2-TZVPD RIJCOSX def2/J DEFGRID3
* xyz 0 3
C 0.902 -1.391 -0.766
C -0.410 -1.344 -0.678
C 1.702 -0.236 -0.132
C -2.007 -0.517 0.908
C 0.763 1.931 -0.491
N -1.070 -0.275 -0.078
N 0.956 0.883 0.435
O 2.447 -0.922 0.877
H 1.324 -2.264 -1.314
H -0.930 -2.195 -1.155
H 2.559 -0.056 -0.771
H -1.963 -1.410 1.423
H -1.998 0.399 1.640
H -3.010 -0.606 0.471
H 0.413 1.718 -1.565
H 0.050 2.555 0.118
H 1.818 2.283 -0.598
H 1.954 -1.524 1.413
*
```

[10]
The following is a quantum chemistry calculation of 2 unconnected molecules or ions with the total composition C3H6O3S, from the OMol25 dataset.

* Kohn-Sham gap: 0.2065 hartree
* relative energy (zero: lowest compared OMol25 entry of this formula, charge and spin): 27.2 kJ/mol

```
! wB97M-V def2-TZVPD RIJCOSX def2/J DEFGRID3
* xyz -2 1
O -1.160 0.101 -0.462
C 0.085 -0.041 -0.632
O 0.608 -0.780 -1.498
C 1.047 0.730 0.309
C 1.346 -0.035 1.599
S 2.580 0.735 2.711
H 1.925 0.903 -0.317
H 0.480 1.611 0.624
H 1.740 -1.018 1.336
H 0.413 -0.203 2.129
H -2.593 -1.220 -2.238
H -3.084 -0.105 -1.420
O -3.389 -0.680 -2.141
*
```

[11]
The following is a quantum chemistry calculation of 2 unconnected molecules or ions with the total composition C2H8N4O, from the OMol25 dataset.

* Kohn-Sham gap: 0.3018 hartree
* relative energy (zero: lowest compared OMol25 entry of this formula, charge and spin): 414.4 kJ/mol

```
! wB97M-V def2-TZVPD RIJCOSX def2/J DEFGRID3
* xyz 2 1
C 0.134 1.773 -0.073
C 1.230 -1.586 -0.071
N -0.705 1.680 0.890
N -0.273 0.024 -1.050
N -1.367 0.518 1.141
N 0.431 -1.009 -1.019
O 0.803 2.299 -0.880
H 2.265 -1.713 -0.548
H 1.166 -1.020 0.882
H 0.970 -2.618 0.159
H -0.759 2.536 1.455
H -1.018 -0.011 -1.798
H -1.243 0.204 2.089
H -2.259 0.406 0.709
H 0.628 -1.484 -1.886
*
```

[12]
The following is a quantum chemistry calculation of 2 unconnected molecules or ions with the total composition C5H13NO, from the OMol25 dataset.

* SMILES: CCCC.NC=O
* Kohn-Sham gap: 0.4063 hartree
* relative energy (zero: lowest compared OMol25 entry of this formula, charge and spin): 20.8 kJ/mol

```
! wB97M-V def2-TZVPD RIJCOSX def2/J DEFGRID3
* xyz 0 1
C -0.337 1.001 3.874
C -0.399 0.149 2.606
C -0.709 0.976 1.360
C -0.771 0.125 0.093
H -0.111 0.378 4.756
H -1.304 1.506 4.038
H 0.449 1.769 3.775
H 0.570 -0.365 2.460
H -1.179 -0.628 2.722
H -1.678 1.491 1.507
H 0.071 1.753 1.245
H -1.557 -0.643 0.191
H 0.196 -0.380 -0.071
H -0.997 0.748 -0.789
N -4.690 0.955 0.245
C -4.993 0.494 1.487
O -4.255 -0.190 2.173
H -3.782 0.724 -0.164
H -5.357 1.527 -0.280
H -6.010 0.813 1.823
*
```

[13]
The following is a quantum chemistry calculation of a molecular structure, C4H8ORb, from the OMol25 dataset.

* Kohn-Sham gap (spin up / spin down): 0.4665 / 0.2420 hartree

```
! wB97M-V def2-TZVPD RIJCOSX def2/J DEFGRID3
* xyz 2 2
Rb 2.181 2.737 -0.954
C -0.598 -0.550 -0.845
C 0.155 -1.211 0.304
C 0.561 -0.096 1.240
O 0.357 1.076 0.521
C -0.734 0.920 -0.472
H -1.536 -1.020 -1.141
H 0.031 -0.575 -1.735
H 1.080 -1.757 0.118
H -0.470 -1.977 0.763
H 1.578 -0.136 1.632
H -0.219 -0.092 2.001
H -0.655 1.554 -1.355
H -1.730 1.127 -0.078
*
```

[14]
The following is a quantum chemistry calculation of a single C8H14N2O3S molecule, from the OMol25 dataset.

* Kohn-Sham gap: 0.3689 hartree
* relative energy (zero: lowest compared OMol25 entry of this formula, charge and spin): 374.9 kJ/mol

```
! wB97M-V def2-TZVPD RIJCOSX def2/J DEFGRID3
* xyz 0 1
C -1.400 -1.016 0.083
C 1.727 0.517 -0.014
C -2.100 0.266 -0.295
C -2.365 -2.178 0.148
C -3.213 0.571 0.680
C -2.635 0.478 -1.656
C 5.019 0.209 0.967
C 3.991 -0.038 -0.163
N -0.160 -1.071 0.133
N 0.433 0.123 -0.012
O 2.020 1.662 -0.327
O -0.867 2.314 0.888
O 2.694 -0.386 0.212
S -0.766 1.474 -0.307
H -3.203 -1.968 -0.522
H -2.657 -2.279 1.223
H -1.894 -3.138 -0.158
H -3.695 1.492 0.332
H -2.661 1.039 1.560
H -3.925 -0.185 1.142
H -2.588 1.502 -1.929
H -3.708 0.076 -1.571
H -2.129 -0.078 -2.383
H 5.067 1.225 1.380
H 4.822 -0.653 1.661
H 6.155 0.009 0.609
H 4.291 -0.885 -0.919
H 3.747 0.919 -0.762
*
```

[15]
The following is a quantum chemistry calculation of a single C21H22N4O4 molecule, from the OMol25 dataset.

* SMILES: Cc1nc2ccccn2c1/C(O)=C1\C(=O)C(=O)N(CCN(C)C)[C@@H]1c1ccco1
* Kohn-Sham gap: 0.2836 hartree
* relative energy (zero: lowest compared OMol25 entry of this formula, charge and spin): 316.6 kJ/mol

```
! wB97M-V def2-TZVPD RIJCOSX def2/J DEFGRID3
* xyz 0 1
C 2.500 1.261 2.493
C 3.426 0.787 1.446
N 4.753 0.891 1.589
C 5.303 0.375 0.502
C 6.650 0.265 0.140
C 6.971 -0.302 -1.063
C 5.953 -0.752 -1.928
C 4.644 -0.644 -1.567
N 4.325 -0.116 -0.361
C 3.112 0.159 0.231
C 1.857 -0.312 -0.292
O 1.806 -1.584 -0.782
C 0.707 0.411 -0.316
C 0.543 1.833 -0.089
O 1.384 2.655 0.209
C -0.932 2.128 -0.348
O -1.503 3.191 -0.250
N -1.503 0.963 -0.736
C -2.905 0.837 -1.035
C -3.753 0.759 0.259
N -5.159 0.492 0.079
C -5.870 1.524 -0.643
C -5.455 -0.829 -0.425
C -0.610 -0.178 -0.753
C -1.074 -1.274 0.156
C -1.002 -1.419 1.511
C -1.653 -2.640 1.812
C -2.071 -3.142 0.619
O -1.726 -2.323 -0.387
H 1.629 0.614 2.565
H 2.154 2.261 2.225
H 3.022 1.311 3.445
H 7.393 0.643 0.822
H 8.001 -0.396 -1.366
H 6.206 -1.176 -2.885
H 3.834 -0.947 -2.214
H 2.617 -2.065 -0.575
H -3.047 -0.061 -1.641
H -3.205 1.720 -1.607
H -3.346 -0.028 0.901
H -3.650 1.711 0.784
H -5.596 2.496 -0.240
H -6.940 1.374 -0.498
H -5.666 1.518 -1.724
H -6.520 -1.020 -0.294
H -5.216 -0.958 -1.492
H -4.897 -1.568 0.150
H -0.552 -0.596 -1.770
H -0.551 -0.738 2.203
H -1.789 -3.075 2.780
H -2.601 -4.038 0.363
*
```

E list, top to bottom, in Eh: -348.1344; -978.7570; -3080.6226; -234.4289; -1352.6388; -5543.4834; -365.9134; -285.1940; -381.0568; -741.8250; -374.4204; -328.3109; -255.8154; -1046.5397; -1333.3983
Largest force on an atom list, top to bottom, in eV Å⁻¹: 1.0; 4.3; 1.1; 0.6; 1.3; 2.3; 4.6; 0.6; 3.7; 1.2; 5.0; 0.9; 1.8; 4.0; 0.9